C29H32N5O15V | ωB97M-V/def2-TZVPD

Computed properties:
**Net charge**: -2
**E**: -94419.060 eV
**HOMO**: 0.047 eV

Element x y z (Å)
O  -2.36676  -1.10651  -5.43138
V  -3.40295  -1.77248  -4.38489
O  -2.80513  -3.25943  -3.91501
O  -3.23414  4.08349  3.19234
C  -3.61318  2.75459  2.79418
C  -3.55213  2.28179  1.23574
O  -3.84829  3.19236  0.12479
H  -4.63687  2.70179  3.16483
H  -3.08124  1.96064  3.31838
H  -4.21400  1.41596  1.21676
H  -2.56350  1.84520  1.09399
C  -0.46750  -1.28181  -1.69685
C  -1.94405  -1.04770  -1.34720
O  -2.70177  -0.58403  -2.43325
H  0.05877  -0.36116  -1.94891
H  -0.41171  -2.05407  -2.46406
H  -0.00250  -1.74748  -0.82793
H  -1.86329  -0.41385  -0.46413
H  -2.41401  -1.92170  -0.89626
C  -5.68431  -2.08688  -1.66630
N  -5.89088  -0.97918  -0.65061
O  -6.19480  -1.20370  0.50702
O  -5.66152  0.13817  -1.03004
H  -4.64283  -2.39255  -1.56640
H  -5.76599  -1.73675  -2.69530
H  -6.30317  -2.93814  -1.38265
C  1.83041  1.91210  -1.03643
C  0.53065  1.94702  -0.50450
C  0.00274  3.14830  0.05369
C  0.69722  4.32827  -0.02796
C  1.96569  4.27616  -0.56706
C  2.51890  3.09063  -0.95508
N  0.15362  5.60390  0.39612
O  0.84273  6.60526  0.38642
O  -1.00406  5.62003  0.82094
H  2.39149  1.07711  -1.42935
H  -0.04425  1.07583  -0.22714
H  -0.97456  3.19114  0.51134
H  2.57135  5.14178  -0.79130
H  3.44142  3.18700  -1.50832
C  2.20469  -6.04405  2.14934
C  1.75397  -5.23562  1.11844
C  2.49642  -4.02819  0.88349
C  3.77611  -3.86964  1.45364
C  4.10077  -4.64824  2.55951
C  3.32404  -5.71614  2.90714
N  4.71444  -2.85644  0.90136
O  4.24043  -1.93465  0.19780
O  5.87940  -2.98851  1.04709
H  1.67799  -6.98564  2.19836
H  0.98242  -5.55980  0.43579
H  2.09785  -3.29389  0.19913
H  5.09473  -4.57112  2.97483
H  3.64610  -6.29327  3.76130
C  2.38798  0.81977  -5.68237
C  1.41608  0.20466  -4.84413
C  0.44675  0.98611  -4.20306
C  0.70368  2.42280  -4.13663
C  1.79854  2.93449  -4.77503
C  2.62925  2.18574  -5.55468
N  -0.34025  3.27315  -3.42905
O  -0.22711  4.47806  -3.55723
O  -1.33640  2.68366  -2.99988
H  2.93403  0.19139  -6.37039
H  1.32791  -0.87156  -4.86329
H  -0.43879  0.57464  -3.74162
H  1.93121  4.00624  -4.76255
H  3.46195  2.64802  -6.06390
C  0.78893  -0.92534  2.81300
C  0.04709  0.18392  3.23566
C  -0.01133  0.58154  4.57588
C  0.61255  -0.23418  5.49096
C  1.33598  -1.35190  5.08916
C  1.56513  -1.63688  3.73357
N  0.50426  0.07737  6.93151
O  -0.15524  0.97649  7.25435
O  1.18432  -0.53998  7.74788
H  0.81790  -1.11152  1.74956
H  -0.38857  0.82321  2.48206
H  -0.67458  1.40515  4.79535
H  1.74339  -2.00192  5.84935
H  2.23061  -2.44889  3.48022

Here are the Löwdin charges for atoms 1 to 6, given in e:
1. O -0.52
2. V 0.72
3. O -0.56
4. O -0.28
5. C -0.34
6. C -0.29

C3H13BCl5CoCrN3O26 | ωB97M-V/def2-TZVPD

Computed properties:
**Net charge**: -2
**Energy above the lowest of the compared OMol25 structures with the same formula, charge and spin**: 0.00 kcal per mole
**E**: -190321.327 eV
**HOMO (spin up / spin down)**: -4.527 / -4.622 eV
**Spin multiplicity**: 8

Element x y z (Å)
Cr  -0.71287  2.25192  -0.69515
Co  0.23249  -1.67232  1.60407
Cl  -3.27067  3.63520  1.37760
O  -4.22091  3.93146  0.34409
O  -3.11973  4.73057  2.29438
O  -3.62859  2.45082  2.08711
O  -1.96260  3.42730  0.71683
Cl  2.38905  2.43450  0.28527
O  3.59898  3.19038  0.15559
O  2.08038  2.17127  1.65460
O  1.29773  3.25470  -0.30938
O  2.48261  1.21056  -0.47131
Cl  -2.06235  -3.59622  -0.04533
O  -3.01931  -2.56148  -0.24323
O  -1.05688  -3.60952  -1.09281
O  -1.38261  -3.40994  1.24460
O  -2.72633  -4.87705  -0.01226
Cl  -1.21172  -0.49302  4.17142
O  -0.84758  -1.72954  3.43443
O  -2.61334  -0.27739  4.14407
O  -0.77442  -0.66812  5.53000
O  -0.50606  0.57115  3.50396
Cl  -3.66642  1.03107  -2.38136
O  -4.35846  1.90485  -3.28351
O  -2.50638  1.75448  -1.84421
O  -4.51162  0.61101  -1.32135
O  -3.12492  -0.09782  -3.11168
B  -0.40583  0.13864  0.36647
H  0.66738  -0.06512  0.79686
H  -1.14657  -0.72904  0.67983
H  -0.81100  1.12645  0.85174
H  -0.35993  0.17056  -0.81038
C  1.78029  -2.25642  -2.31575
N  2.17695  -2.47187  -0.90493
O  1.28910  -2.24723  -0.09821
O  3.23776  -2.98543  -0.64049
H  1.83877  -1.21341  -2.61634
H  0.72186  -2.52193  -2.34049
H  2.40470  -2.89942  -2.92362
C  0.03952  0.69448  -4.72612
N  0.04384  1.92920  -3.89602
O  -0.50585  2.90137  -4.35108
O  0.40980  1.81378  -2.73580
H  0.10397  0.94397  -5.77437
H  -0.82142  0.12247  -4.37671
H  0.91942  0.14962  -4.38573
C  4.26238  -1.16136  3.78570
N  3.54256  -1.17515  2.48038
O  2.32806  -1.23334  2.51993
O  4.21854  -1.07456  1.49013
H  4.88150  -2.05421  3.77024
H  3.50095  -1.19234  4.55660
H  4.88578  -0.27853  3.86174

Here are the natural (NBO) charges for atoms 1 to 6, given in e:
1. Cr 1.48
2. Co 1.61
3. Cl 2.57
4. O -0.84
5. O -0.85
6. O -0.81

CH5ClO2SSi | ωB97M-V/def2-TZVPD

Computed properties:
**Energy above the lowest of the compared OMol25 structures with the same formula, charge and spin**: 18.78 kcal per mole
**E**: -36448.499 eV
**HOMO**: -10.777 eV

Element x y z (Å)
C  0.17243  -0.44498  -0.39286
O  -3.75802  -0.54062  1.18729
O  -3.92443  -0.08743  -1.09204
Si  0.36218  1.17011  0.62418
S  -3.85111  0.46637  0.21980
Cl  -0.23584  2.60160  -0.72288
H  0.87822  -0.66145  -1.25917
H  0.39969  -1.20544  0.30897
H  -0.85673  -0.66758  -0.71233
H  1.82319  1.75456  1.05246
H  -0.33199  1.41196  1.91800

Here are the natural (NBO) charges for atoms 1 to 6, given in e:
1. C -1.09
2. O -0.84
3. O -0.83
4. Si 1.06
5. S 1.67
6. Cl -0.41

C4H6O2 | ωB97M-V/def2-TZVPD

Computed properties:
**Energy above the lowest of the compared OMol25 structures with the same formula, charge and spin**: 102.03 kcal per mole
**E**: -8336.037 eV
**HOMO (spin up / spin down)**: -8.336 / -8.575 eV

Element x y z (Å)
C  1.18345  -0.98980  1.22037
C  -0.83275  -0.14602  0.77178
C  0.01647  0.80114  0.00041
C  0.04948  0.44144  -1.42989
O  2.19787  -1.46569  1.60561
O  -0.07900  -1.10901  1.54878
H  -1.40812  0.37789  1.49407
H  -1.45120  -0.88091  -0.03061
H  0.06026  1.92068  0.16640
H  -0.66969  -0.42502  -1.61544
H  1.07758  0.16221  -1.79163
H  -0.14434  1.31309  -1.93985

Here are the natural (NBO) charges for atoms 1 to 6, given in e:
1. C 0.79
2. C -0.13
3. C -0.23
4. C -0.67
5. O -0.51
6. O -0.51

C40H39AsClFN2PdSi | ωB97M-V/def2-TZVPD

Computed properties:
**Net charge**: -2
**Energy above the lowest of the compared OMol25 structures with the same formula, charge and spin**: 36.04 kcal per mole
**E**: -132529.610 eV
**HOMO**: 0.197 eV

Element x y z (Å)
Pd  0.30175  -0.25964  -0.30318
C  -1.30716  -3.95011  0.44369
Si  0.35653  -3.27128  1.03227
C  1.54344  -3.65257  -0.36371
C  0.84499  -4.49810  2.41129
N  0.15898  -1.63909  1.49081
C  0.69803  -1.00651  2.55674
C  1.75895  -1.47425  3.36797
C  2.24203  -0.78639  4.47048
C  1.70902  0.43672  4.84892
C  0.66847  0.94894  4.07703
C  0.20374  0.24386  2.99496
F  -0.84731  0.79904  2.31407
H  -1.29617  -5.04397  0.49024
H  -1.49249  -3.67288  -0.59696
H  -2.14411  -3.58663  1.04268
H  1.44051  -4.70497  -0.65376
H  2.58072  -3.45889  -0.08385
H  1.35011  -3.03285  -1.23957
H  0.70508  -5.50775  2.01144
H  0.22000  -4.39689  3.30249
H  1.88869  -4.41183  2.71488
H  2.24225  -2.39688  3.08484
H  3.07162  -1.21202  5.02586
H  2.09352  0.98664  5.69859
H  0.20255  1.90164  4.30105
C  -5.50083  -2.94871  1.35386
C  -5.03800  -1.82015  2.01492
C  -4.10685  -0.98833  1.40915
C  -3.62108  -1.26266  0.13388
C  -4.08488  -2.40424  -0.51437
C  -5.01810  -3.23728  0.08635
As  -2.22156  -0.11126  -0.66195
C  -3.23199  1.56893  -0.48038
C  -3.91652  2.20145  -1.51182
C  -4.61221  3.38157  -1.28705
C  -4.61918  3.95972  -0.02706
C  -3.90643  3.35832  1.00154
C  -3.21416  2.17692  0.77463
C  -2.57671  -0.62051  -2.51777
C  -3.81534  -0.54118  -3.15119
C  -3.97053  -0.99463  -4.45256
C  -2.89517  -1.56425  -5.12559
C  -1.67067  -1.68569  -4.48759
C  -1.51397  -1.21265  -3.18977
H  -6.22239  -3.60350  1.82773
H  -5.39436  -1.58675  3.01135
H  -3.75055  -0.12200  1.95174
H  -3.71256  -2.65897  -1.49794
H  -5.35568  -4.12423  -0.43682
H  -3.87413  1.80972  -2.51832
H  -5.11973  3.86332  -2.11462
H  -5.15462  4.88601  0.14641
H  -3.87188  3.81592  1.98319
H  -2.62279  1.74898  1.57296
H  -4.67368  -0.14735  -2.62017
H  -4.93511  -0.91208  -4.94005
H  -3.01858  -1.92052  -6.14188
H  -0.82763  -2.13892  -4.99494
H  -0.55102  -1.27630  -2.68812
N  2.24601  -0.40844  -0.15224
C  3.01146  -0.76447  -1.14891
C  2.65829  -1.09474  -2.51687
C  3.58694  -1.51418  -3.44919
C  4.94347  -1.64965  -3.15667
C  5.33532  -1.32486  -1.84460
C  4.44129  -0.89944  -0.89713
H  1.61460  -1.02376  -2.80370
H  3.23188  -1.75525  -4.45005
H  5.65680  -1.98626  -3.89914
H  6.38449  -1.40723  -1.56578
H  4.77485  -0.65491  0.10590
Cl  -3.01727  5.21909  -4.21694
C  -1.90275  4.10522  -3.43055
C  -1.45443  2.98584  -4.11341
C  -0.58495  2.11318  -3.47986
C  -0.16398  2.30270  -2.15242
C  0.79959  1.40089  -1.49414
C  -0.65387  3.44804  -1.50554
C  -1.49528  4.35176  -2.13278
H  -1.77466  2.80655  -5.13233
H  -0.20612  1.25697  -4.02302
H  1.33058  1.95973  -0.71988
H  1.53620  1.05219  -2.21864
H  -0.35016  3.63163  -0.48082
H  -1.85630  5.22638  -1.60710

Here are the Löwdin charges for atoms 1 to 6, given in e:
1. Pd 0.57
2. C -0.18
3. Si 0.35
4. C -0.19
5. C -0.20
6. N -0.15

C10H9NO3S | ωB97M-V/def2-TZVPD

Computed properties:
**E**: -28977.449 eV
**HOMO (spin up / spin down)**: -7.860 / -8.256 eV
**Spin multiplicity**: 3

Element x y z (Å)
C  -1.59541  -2.30683  0.74177
C  1.37846  0.01930  -1.92854
C  -0.81652  -1.33861  1.37936
C  0.71046  0.92667  -1.08601
C  -2.38484  -1.61106  -0.17265
C  2.22165  -0.63787  -1.07560
C  -1.26935  -0.08737  0.94046
C  1.15823  0.71500  0.18053
C  -0.89190  1.26639  1.36268
C  0.78248  1.39155  1.37702
N  -1.46902  1.36533  2.70438
O  -1.95330  2.43262  3.01526
O  -2.24285  -0.26034  0.00509
O  2.14160  -0.21907  0.21138
S  1.18237  3.14295  1.34380
H  -1.42925  -3.31475  0.91053
H  1.07596  -0.00816  -2.93568
H  -0.13429  -1.38775  2.21434
H  -0.05064  1.56993  -1.42267
H  -3.09795  -2.19646  -0.73117
H  3.13347  -1.36931  -1.28067
H  -1.25765  2.04574  0.72928
H  1.18885  1.00092  2.24912
H  0.87393  3.17177  0.04749

Here are the natural (NBO) charges for atoms 1 to 6, given in e:
1. C -0.29
2. C -0.32
3. C -0.31
4. C -0.31
5. C 0.06
6. C 0.09

What is the formula in the fifth record?
C40H39AsClFN2PdSi

Among the records above, which one has the highest E?
C4H6O2

Look up the E of the fourth one.
-8336.037 eV

What is the formula in the sixth record?
C10H9NO3S